Computed, not measured: an isolated molecule of C4H8O2, with ωB97M-V/def2-TZVPD.

Last column: Mulliken charge in e.
Element x y z (Å)
C (-0.6108, -1.2850, -0.1396)  -1.416
C (0.0291, 0.1090, -0.2293)  1.266
C (-0.7347, 1.1152, 0.6268)  -1.499
O (0.0355, 0.5493, -1.5657)  -0.606
C (1.4648, 0.0003, 0.2589)  -0.074
O (2.4018, 0.0044, -0.5071)  -0.501
H (-1.6288, -1.2178, -0.5355)  0.362
H (-0.0515, -2.0003, -0.7518)  0.323
H (-0.6580, -1.6577, 0.8903)  0.344
H (-0.2671, 2.1032, 0.5722)  0.357
H (-0.7739, 0.7938, 1.6742)  0.357
H (-1.7588, 1.1987, 0.2509)  0.372
H (0.9347, 0.3842, -1.8971)  0.373
H (1.6176, -0.0975, 1.3528)  0.340

Values from the calculation:
* Kohn-Sham gap: 0.408 hartree
* molar mass: 88.1 g mol⁻¹
* energy: -8372.4350 eV
* HOMO energy: -10.22 eV
* strongest force on any atom: 0.576 eV Å⁻¹
* lowest unoccupied orbital energy: 0.88 eV

=====

Computed, not measured: an isolated molecule of C7H9NO in a non-equilibrium geometry, with ωB97M-V/def2-TZVPD.

Last column: Mulliken charge in e.
Element x y z (Å)
C (-0.2807, 1.2473, 0.7744)  0.411
C (0.8970, 0.3241, 0.7574)  -0.554
C (0.9115, -0.6750, -0.3953)  0.426
C (-0.1746, 1.2132, -0.8956)  -0.453
C (-0.7705, 2.3237, -0.1052)  -0.405
C (0.6836, -2.0717, -0.0672)  -1.114
C (0.7301, -3.2710, 0.0475)  -0.126
H (-1.8609, -0.2863, 0.6808)  0.347
H (1.7517, 1.2300, 0.9376)  0.288
H (0.5154, -0.3683, 1.6461)  0.339
H (1.7295, -0.5508, -0.9436)  0.615
H (-0.2448, -0.4952, -2.3332)  0.302
H (0.9928, 1.3712, -1.1884)  0.178
H (0.0075, 2.9895, -0.3621)  0.257
H (-1.8642, 2.7898, -0.0463)  0.270
H (0.2346, -4.2291, 0.1883)  0.345
N (-0.2847, -0.2213, -1.2659)  -0.527
O (-1.4059, 0.5695, 1.1983)  -0.600

Values from the calculation:
* Kohn-Sham gap: 0.321 hartree
* molar mass: 123.2 g mol⁻¹
* energy: -10933.2122 eV
* HOMO energy: -8.05 eV
* strongest force on any atom: 5.317 eV Å⁻¹
* lowest unoccupied orbital energy: 0.69 eV

=====

Computed, not measured: a structure of composition CF4O3PPt in a non-equilibrium geometry, with ωB97M-V/def2-TZVPD.

Last column: Mulliken charge in e.
Element x y z (Å)
C (-1.1497, -1.9128, 0.4675)  0.781
O (-0.7272, 0.3732, -0.6671)  -0.610
O (-0.0841, -1.8160, 0.9729)  -0.402
O (-2.2305, -2.2597, 0.2175)  -0.343
Pt (-1.5110, 1.9208, 0.0117)  0.451
P (0.7662, 0.5867, -0.3127)  1.213
F (1.6602, 1.6059, -1.1364)  -0.195
F (0.2949, 1.9815, 0.6538)  -0.389
F (1.5857, 0.1561, 0.9696)  -0.192
F (1.3954, -0.6356, -1.1766)  -0.314

Values from the calculation:
* spin multiplicity: 4
* Kohn-Sham gap (alpha / beta): 0.311 / 0.317 hartree
* molar mass: 362.1 g mol⁻¹
* energy: -30583.9756 eV
* HOMO energy (alpha / beta): -8.18 / -11.48 eV
* strongest force on any atom: 9.690 eV Å⁻¹
* lowest unoccupied orbital energy (alpha / beta): 0.28 / -2.85 eV

=====

Computed, not measured: a structure of composition C26H31N4O2PdSb, with ωB97M-V/def2-TZVPD.

Last column: Mulliken charge in e.
Element x y z (Å)
Pd (-1.2794, 1.1610, -0.1727)  0.092
C (3.8492, 1.5002, 1.0432)  -0.802
O (2.7335, 0.6546, 0.6676)  -0.296
C (1.5433, 1.1394, 0.4861)  0.824
O (0.6268, 0.3707, 0.1601)  -0.632
N (1.3343, 2.4687, 0.6515)  -0.077
N (0.0297, 2.9696, 0.4885)  -0.548
H (4.6983, 0.8311, 1.1096)  0.242
H (3.6673, 1.9528, 2.0176)  0.384
H (4.0336, 2.2455, 0.2701)  0.384
H (2.0608, 3.0960, 0.9603)  0.250
H (0.0444, 3.7143, -0.2028)  0.287
H (-0.2874, 3.3604, 1.3718)  0.311
C (-4.4790, -1.5566, -0.0782)  -1.750
C (-5.4536, -0.6015, 0.4855)  0.896
C (-6.5123, -1.1575, 1.2971)  -0.487
C (-7.4540, -0.3629, 1.8813)  -0.721
C (-7.3724, 1.0219, 1.6789)  -0.729
C (-6.3247, 1.5924, 0.8811)  -0.097
C (-5.3795, 0.8091, 0.2754)  0.437
Sb (-3.7498, 1.8012, -0.7503)  2.032
C (-4.2775, 3.8077, -0.3981)  0.248
C (-3.4717, 4.4296, 0.5595)  -1.141
C (-3.6929, 5.7483, 0.9209)  -0.759
C (-4.7220, 6.4510, 0.3117)  -0.713
C (-5.5282, 5.8318, -0.6329)  -0.722
C (-5.3349, 4.5032, -1.0055)  0.940
C (-6.2585, 3.8912, -2.0250)  -1.042
C (-4.3456, 1.4381, -2.8010)  0.604
C (-5.2791, 0.4984, -3.1243)  -0.234
C (-5.6564, 0.2840, -4.4762)  -0.650
C (-5.0834, 1.0388, -5.5277)  -0.704
C (-4.1456, 1.9801, -5.2281)  -0.699
C (-3.7394, 2.1997, -3.8771)  0.548
C (-2.7102, 3.2149, -3.5840)  -1.161
H (-4.9995, -2.3788, -0.5808)  0.494
H (-3.9327, -2.0364, 0.7454)  0.458
H (-3.7586, -1.1093, -0.7601)  0.221
H (-6.5387, -2.2328, 1.4297)  0.510
H (-8.2456, -0.7825, 2.4872)  0.471
H (-8.1037, 1.6818, 2.1305)  0.496
H (-6.2981, 2.6723, 0.7835)  0.467
H (-2.6762, 3.8714, 1.0433)  0.306
H (-3.0763, 6.2228, 1.6721)  0.461
H (-4.9063, 7.4830, 0.5784)  0.452
H (-6.3360, 6.3909, -1.0887)  0.477
H (-7.1597, 4.4913, -2.1341)  0.499
H (-6.5684, 2.8790, -1.7547)  0.123
H (-5.7936, 3.8457, -3.0149)  0.258
H (-5.7782, -0.0895, -2.3643)  0.385
H (-6.4081, -0.4618, -4.7063)  0.475
H (-5.3944, 0.8614, -6.5487)  0.470
H (-3.6876, 2.5745, -6.0085)  0.477
H (-2.3369, 3.7094, -4.4762)  0.503
H (-1.8694, 2.7464, -3.0551)  0.259
H (-3.1180, 3.9700, -2.8970)  0.222
N (7.0267, -8.7742, 1.5929)  0.259
C (7.5518, -9.9491, 1.7320)  -0.031
C (6.4601, -10.8894, 1.5737)  -0.149
C (5.3217, -10.0621, 1.3406)  -0.165
N (5.6417, -8.8024, 1.3479)  -0.477
H (7.4884, -7.8734, 1.6392)  0.266
H (8.6006, -10.1243, 1.9252)  0.436
H (6.5248, -11.9654, 1.6270)  0.409
H (4.3024, -10.3708, 1.1720)  0.452

Values from the calculation:
* net charge: +4
* spin multiplicity: 5
* Kohn-Sham gap (alpha / beta): 0.307 / 0.171 hartree
* molar mass: 659.7 g mol⁻¹
* energy: -47494.8247 eV
* HOMO energy (alpha / beta): -18.00 / -18.00 eV
* strongest force on any atom: 0.110 eV Å⁻¹
* lowest unoccupied orbital energy (alpha / beta): -9.66 / -13.34 eV

=====

Computed, not measured: an isolated molecule of C2H5N3O2S in a non-equilibrium geometry, with ωB97M-V/def2-TZVPD.

Last column: Mulliken charge in e.
Element x y z (Å)
C (-0.7696, 0.3041, 0.3808)  0.485
C (1.1597, -1.9050, -1.4336)  0.088
H (-0.7556, 2.9546, 0.7544)  0.291
H (-0.8133, 1.9030, 2.0300)  0.279
H (1.1722, 0.9945, 0.6336)  0.283
H (-1.0048, -1.5323, -0.5354)  0.292
H (2.2329, -1.8873, -1.7422)  0.293
N (-0.1555, 2.3045, 1.3850)  -0.717
N (0.2139, 1.2155, 0.5471)  0.031
N (-0.3298, -1.0382, 0.0989)  -0.259
O (-1.9656, 0.5290, 0.5027)  -0.619
O (0.9776, -0.9967, -0.4549)  -0.121
S (0.0379, -2.8455, -2.1663)  -0.326

Values from the calculation:
* Kohn-Sham gap: 0.352 hartree
* molar mass: 135.1 g mol⁻¹
* energy: -21553.0453 eV
* HOMO energy: -9.73 eV
* strongest force on any atom: 2.864 eV Å⁻¹
* lowest unoccupied orbital energy: -0.14 eV

=====

Computed, not measured: a structure of composition C21H21AsF6NO2PtTe, with ωB97M-V/def2-TZVPD.

Last column: Mulliken charge in e.
Element x y z (Å)
Pt (-0.5983, 1.6996, -1.1013)  1.513
F (-2.3835, 0.6489, -1.8819)  -0.736
As (-3.3002, -0.9782, -1.9012)  2.022
F (-2.5038, -1.2920, -3.3659)  -0.440
F (-1.8435, -1.6195, -1.0590)  -0.553
F (-4.0505, -2.4839, -1.7850)  -0.443
F (-3.7956, -0.5214, -0.2896)  -0.461
F (-4.5938, -0.1496, -2.5967)  -0.438
C (-1.1976, 4.9679, -0.4655)  -1.223
C (0.1388, 4.6560, -0.9080)  0.737
C (1.2023, 5.6792, -1.2499)  -0.543
C (2.2533, 4.9951, -1.6636)  -0.965
C (1.8540, 3.5550, -1.6155)  1.025
C (2.6572, 2.4395, -2.0222)  -0.923
N (0.5896, 3.4220, -1.1159)  -0.035
H (-1.1778, 5.7586, 0.2934)  0.416
H (-1.7625, 4.0956, -0.1432)  0.342
H (-1.7124, 5.4364, -1.3250)  0.364
H (1.0680, 6.7465, -1.1535)  0.504
H (3.2161, 5.3475, -2.0008)  0.481
H (3.4933, 2.7313, -2.6530)  0.426
H (2.0562, 1.6189, -2.4246)  0.276
H (3.0773, 2.0396, -1.0740)  0.324
C (0.1088, -0.0317, 2.7620)  -1.006
Te (-0.9329, -0.2749, 0.9469)  0.330
C (-1.6577, -2.0821, 1.7565)  -0.790
C (-1.6924, -1.7421, 3.2300)  0.598
C (-2.5630, -2.3943, 4.0921)  -0.809
C (-2.5618, -2.0845, 5.4434)  -0.599
C (-1.7049, -1.1114, 5.9366)  -0.586
C (-0.8442, -0.4403, 5.0799)  -0.826
C (-0.8242, -0.7527, 3.7284)  0.732
H (0.2598, 1.0193, 2.9966)  0.506
H (1.0772, -0.5205, 2.6352)  0.460
H (-0.8981, -2.8172, 1.4802)  0.421
H (-2.6091, -2.3366, 1.2986)  0.555
H (-3.2411, -3.1464, 3.7091)  0.472
H (-3.2392, -2.5971, 6.1125)  0.422
H (-1.7131, -0.8668, 6.9899)  0.413
H (-0.1858, 0.3274, 5.4674)  0.446
O (0.6777, -1.0927, 0.1236)  -0.536
C (0.9817, -0.9181, -1.1548)  0.910
O (0.6798, 0.1038, -1.8090)  -1.103
C (1.7540, -1.9926, -1.7698)  0.708
C (1.9684, -1.9573, -3.1510)  -0.360
C (2.6691, -2.9796, -3.7584)  -0.761
C (3.1550, -4.0359, -2.9960)  -0.399
C (2.9404, -4.0738, -1.6228)  -0.790
C (2.2325, -3.0611, -1.0072)  -0.246
H (1.5597, -1.1462, -3.7369)  0.411
H (2.8321, -2.9634, -4.8271)  0.435
H (3.7039, -4.8360, -3.4746)  0.422
H (3.3248, -4.8978, -1.0378)  0.439
H (2.0564, -3.0904, 0.0586)  0.464

Values from the calculation:
* net charge: +2
* spin multiplicity: 2
* Kohn-Sham gap (alpha / beta): 0.144 / 0.143 hartree
* molar mass: 831.0 g mol⁻¹
* energy: -115369.9604 eV
* HOMO energy (alpha / beta): -14.27 / -14.25 eV
* strongest force on any atom: 0.707 eV Å⁻¹
* lowest unoccupied orbital energy (alpha / beta): -10.36 / -10.37 eV